[1]
Below is a structure of composition C30H30N9OPt, with properties calculated with the ωB97M-V functional and the def2-TZVPD basis.

Structure (ORCA input):
```
! RIJCOSX wB97M-V def2-TZVPD def2/J DEFGRID3
* xyz 1 1
H -1.59920 2.80498 2.26759
C -0.10016 1.79287 -0.63979
N -0.74875 -1.82868 0.21293
H -4.57658 2.38806 -3.69105
H 5.08136 0.69054 -3.99065
H 3.48307 -1.24022 -1.36742
H -4.12829 0.51775 -0.66077
C -1.37753 -4.17212 -0.15877
H 0.35889 -1.87049 -4.22819
N -2.67026 -1.50339 1.93625
C 5.57490 0.35424 -0.21066
C 2.44062 -1.41554 -1.59798
H -1.28382 -2.05940 -2.38870
C -4.48291 2.15310 -2.63077
C -4.33717 0.78401 3.99667
C -2.57240 -2.75432 1.42015
N -3.55668 -1.14095 2.78563
H -5.46897 1.85207 -2.27193
H 2.48641 0.21785 2.24466
C -2.20589 -5.18774 0.20453
C -3.25263 2.89633 3.65760
C 1.16175 1.44845 1.10924
C -3.46977 1.04853 -2.41844
H 0.87845 0.45710 2.94607
H -0.59359 -4.33161 -0.88525
C 2.02636 -1.53623 -2.91816
N 1.81215 2.30462 0.28930
H -2.06522 -6.15886 -0.25250
H 1.32341 3.18973 -1.61039
N -2.46860 0.96600 2.52000
N 4.16923 1.89329 0.38447
H -5.09287 0.15464 4.44243
C -0.23579 -1.89070 -2.17358
H 3.27410 3.65375 -0.24432
H -4.19065 -3.67110 2.51914
C 0.68822 -1.77604 -3.20192
H -2.49138 1.34560 -2.80007
C 1.68692 0.94279 2.40165
N 5.57353 0.46669 1.16749
H -4.18478 3.05738 -2.10094
C 0.18237 -1.77480 -0.85286
Pt -1.36476 -0.22657 1.28025
H -3.87229 -5.87753 1.42166
C 6.11583 -0.33487 -2.40534
H 3.20845 3.31180 1.49736
H 3.75600 2.14556 -2.50569
H 6.67171 -0.95134 -3.09784
C -1.52216 -2.88664 0.44951
H -4.92990 2.59634 4.96536
C 1.01815 2.53446 -0.81489
C 4.45865 1.43109 -2.10009
C -4.23788 2.13564 4.27414
O -3.27085 0.74996 -1.03330
C 1.52117 -1.53103 -0.56789
H -0.96403 1.67881 -1.26735
N 4.74417 1.36925 1.50059
C 6.31787 -0.47803 -1.05306
H -3.15530 3.95493 3.84429
C -2.38532 2.26973 2.78237
C 3.13675 2.87329 0.50358
N -0.00010 1.13102 0.56292
C -3.42334 -3.83323 1.77605
H 1.83461 -1.45228 0.46645
C -3.24459 -5.03501 1.17208
H 2.10014 1.74952 3.00656
C 5.20154 0.61099 -2.91838
C -3.43866 0.21606 3.10625
H 2.74392 -1.44924 -3.72297
C 4.67105 1.27716 -0.72732
H 7.02331 -1.18959 -0.64884
H -3.76199 0.14158 -2.95710
*
```

Its gap between HOMO and LUMO (alpha / beta) is 5.80 / 5.80 eV. The energy above the lowest of the compared OMol25 structures with the same formula, charge and spin is 0.0 kJ/mol. The molar mass comes out at 727.71 g mol⁻¹. For the calculated total energy, the calculation gives -50297.024 eV.

Atomic partial charges in e from the Löwdin method, atoms 1 to 5:
1 H 0.114
2 C -0.081
3 N -0.087
4 H 0.080
5 H 0.111


[2]
Below is a structure of composition C13H29CuN5O8 at a distorted geometry, with properties calculated with the ωB97M-V functional and the def2-TZVPD basis.

Structure (ORCA input):
```
! RIJCOSX wB97M-V def2-TZVPD def2/J DEFGRID3
* xyz 0 2
N -5.11192 -1.57218 -3.40669
C -1.52148 4.87766 -0.57541
H -6.05227 -1.82471 -3.67511
H -0.20033 -3.71180 2.92315
C -5.96651 -2.14753 -1.28283
N 6.07103 0.73915 0.15856
O 1.30773 1.10417 -6.63732
H -3.87868 4.28073 -1.99807
O 1.79369 0.37102 -4.67651
H -4.57352 5.85556 -1.64065
N -1.43948 -1.19804 4.74399
H 7.03197 0.73592 0.46952
H 4.60289 1.42885 2.84140
H 5.81433 0.58430 -0.80592
C 3.40377 -4.37527 -1.29039
C 5.08593 1.30668 0.88490
H -5.71409 -2.98889 -0.63746
H 2.76380 -6.22992 -0.10948
O -0.13502 0.54525 -5.04111
H -4.36136 -1.14497 -3.93040
C -4.84030 -1.75281 -2.16058
H -2.14267 0.69565 5.67903
O -0.56953 -1.06497 2.68845
H -1.65342 0.72617 4.00310
H 0.55359 -3.12440 4.43875
H -0.40875 6.76230 0.01476
H 5.54213 2.79913 2.27605
H 4.81331 -4.82050 -2.61000
H -4.34342 4.61910 -0.32647
C -2.04658 0.07785 4.78618
H -1.18061 -3.55214 4.36944
H 4.21400 -6.35954 -1.07963
C -0.30505 5.68437 -0.10937
H -6.12164 -1.31497 -0.59662
C 3.63304 -5.67468 -0.46195
N 4.18600 -4.09501 -2.29341
H 3.96082 -3.24373 -2.78809
H 4.30356 -5.33168 0.32600
Cu 0.41231 0.04186 -1.62020
O 2.47268 -3.61884 -1.04334
N -2.64675 5.61632 -0.95433
H -2.63642 6.62551 -0.99338
H 6.40956 1.20163 2.64693
O -3.71830 -1.56682 -1.68405
H 0.57713 5.38183 -0.67359
C -0.83053 -1.71151 3.69859
H -2.97515 -0.28170 4.34279
C 0.99696 0.81850 -5.48786
H 0.14761 5.33559 0.81884
C 5.50847 1.71001 2.30385
H -1.58772 -1.76040 5.56974
C -0.34565 -3.11382 3.82282
H -6.80261 -2.45555 -1.91065
O 3.92468 1.38174 0.44183
O -1.47673 3.66875 -0.50818
C -3.94450 5.06082 -1.23962
*
```

Its gap between HOMO and LUMO (alpha / beta) is 5.75 / 5.71 eV. The molar mass comes out at 446.95 g mol⁻¹. For the calculated total energy, the calculation gives -82417.137 eV. As for the expectation value of S²: 0.7668.

Atomic partial charges in e from the Löwdin method, atoms 1 to 5:
1 N 0.179
2 C -0.518
3 H 0.113
4 H 0.090
5 C -0.011


[3]
Below is a structure of composition C56H53AsN7PS2Ti, with properties calculated with the ωB97M-V functional and the def2-TZVPD basis.

Structure (ORCA input):
```
! RIJCOSX wB97M-V def2-TZVPD def2/J DEFGRID3
* xyz 2 1
H 0.34874 4.82641 1.33264
H 0.12912 2.24855 1.09460
C -2.50410 -4.93666 -2.67936
H 0.45468 3.94431 6.47202
H -4.33274 3.47995 1.59833
H -3.85426 -1.82862 -1.58969
C -1.55137 -1.18598 -4.66855
H -1.99613 2.75898 1.39042
H 2.21115 0.92625 1.38891
H 1.47249 2.56942 4.70743
H -4.11518 -2.37963 -3.25899
H -0.23841 1.13888 -5.28268
C 0.22887 4.77950 -0.80506
As 2.89700 3.17719 2.10881
H -3.15185 2.89273 -1.03239
H 2.04158 1.00649 3.14084
C 0.30758 1.71952 2.03241
C 2.32310 -1.05735 -0.16255
C 2.63367 3.40867 -0.72347
H 7.39112 0.65059 0.02224
C -0.07359 -2.69752 4.79027
C 0.82761 4.50102 0.41700
H 0.07451 -2.46559 6.91645
N 1.84941 -0.67683 -2.44019
H -2.24617 -3.18541 -4.59130
H -4.29006 2.88313 -5.16662
C 2.62639 -4.09859 -3.01649
H -2.45154 -4.97440 -3.75776
N 0.69187 -3.30880 -1.83316
C 2.03134 3.67726 -1.94709
C 0.10885 0.58882 -4.40574
C -2.68688 -4.91095 0.09586
C 0.84879 5.80174 5.47589
H -6.05213 1.91256 2.43334
C 1.97866 5.63411 3.35821
C -3.69881 2.48605 -4.35307
H -4.54329 3.79796 -2.87715
H -0.20214 -0.01111 6.84618
H 2.29696 -1.59113 -4.17432
C -0.23404 -2.04723 3.57097
H 2.51680 3.37722 -2.86804
H 3.19174 -6.14975 -2.67408
S -1.16802 0.87483 -0.95976
C 1.95357 -1.72976 -3.15305
C -2.79560 1.46254 -4.59796
H 0.36141 4.59080 -2.93965
Ti -0.63592 -1.26445 -1.32743
C 4.30184 0.14905 -1.26634
C 0.87374 4.41987 5.59398
H -3.16532 -6.99365 -0.06700
C -1.59320 -2.54555 -3.99385
S -1.86581 -2.29404 0.28599
C 1.73100 -3.11187 -2.66474
N 3.92071 -1.47545 1.99467
C 1.48879 -5.54543 -1.51357
C 3.71140 -0.59176 -0.21996
H 2.26285 -2.33439 2.85652
P -0.64958 0.15553 1.90511
C -0.04881 -1.96322 5.96620
H 2.41912 6.12173 2.49591
H -0.25223 -2.61435 2.64496
H 0.40566 6.40564 6.25627
C -0.38093 -0.66443 3.51939
C 2.50266 -5.35357 -2.42745
C -4.66391 0.29695 2.69506
C -2.15930 1.47169 -2.29019
C 1.80649 1.52410 2.20672
C 2.64284 -1.84864 1.96583
N 1.84443 -1.67109 0.95728
C 2.03416 3.80438 0.46883
H 4.46961 -1.63622 2.82765
H -0.54079 1.13360 4.69275
H 1.40566 7.48588 4.26957
C -2.73814 2.05543 1.74931
C -2.79784 -6.10547 -1.98449
C 1.40776 6.40754 4.35917
C 0.60115 -4.50585 -1.25532
C -3.83615 3.00313 -3.07034
H -0.91928 -1.26547 -5.55364
H -2.68351 1.08669 -5.60736
H -5.41113 -0.38732 3.07487
N -1.04290 -0.11643 -3.77153
H -2.54813 -0.93310 -5.02139
C 1.98423 4.24457 3.45538
H -0.61317 -3.02080 -3.96000
C -2.36413 0.75973 2.10960
H -0.70148 5.33273 -0.83428
H -0.21534 -4.65234 -0.56435
N 1.43012 -0.94230 -1.12408
C -3.45829 -1.80667 -2.60073
H -0.10541 2.34045 2.83030
H -2.74229 -4.89024 1.17704
H 0.02310 -3.77543 4.82321
H 0.86548 -0.12035 -4.72339
H 3.72074 0.40628 -2.13469
C -0.38258 0.06167 4.71219
N -2.09810 -2.44777 -2.60618
H 3.58922 2.89683 -0.69594
C 0.82474 4.36096 -1.98864
H 0.54406 1.28237 -3.69014
C 5.60218 0.58204 -1.17831
C -5.02484 1.58856 2.33380
C -2.29738 -3.75870 -1.98221
C -2.91159 -6.08931 -0.60300
H 1.35681 -6.49067 -1.00666
H 6.39198 -0.58741 1.90441
C -2.35462 -3.75340 -0.59261
H -2.95734 -7.02297 -2.53388
H 6.03286 1.15077 -1.99068
C -4.06011 2.46608 1.86249
C -0.20445 -0.58141 5.92626
C 1.44410 3.64644 4.59094
C 5.81881 -0.38868 1.00740
H 3.41901 -3.88165 -3.72047
C 4.49729 -0.82521 0.91803
C 6.36853 0.30440 -0.04106
H -3.41429 -0.77623 -2.93394
C -2.03806 0.93883 -3.55754
H -3.07171 -1.11965 2.88259
C -3.34577 -0.11424 2.58198
C -3.06004 2.50305 -2.03900
*
```

Its gap between HOMO and LUMO is 6.02 eV. The energy above the lowest of the compared OMol25 structures with the same formula, charge and spin is 125.3 kJ/mol. The molar mass comes out at 1041.99 g mol⁻¹. For the calculated total energy, the calculation gives -184265.155 eV.

Atomic partial charges in e from the Löwdin method, atoms 1 to 5:
1 H 0.103
2 H 0.022
3 C -0.006
4 H 0.106
5 H 0.110


Among the records above, which one has the lowest molar mass?
C13H29CuN5O8


Which value of molar mass does entry 1 give?
727.71 g mol⁻¹